Entry from the OMol25 dataset: a structure of composition H20O10Xe (ωB97M-V with the def2-TZVPD basis set).

Summary:
frontier orbital gap: 0.351 Eh
spin multiplicity: 1
E: -1093.7447 a.u.
energy above the lowest of the compared OMol25 structures with the same formula, charge and spin: 0.657 eV
LUMO: -0.5 eV

```
31
H20O10Xe, DFT ωB97M-V with the def2-TZVPD basis set
Xe -0.932 0.045 0.787
O -1.265 3.681 0.609
H -1.803 3.828 -0.169
H -0.386 3.953 0.347
O -0.152 -0.339 -3.369
H 0.322 0.106 -2.666
H -0.064 0.242 -4.124
O 1.706 3.324 0.175
H 1.582 3.842 0.971
H 1.945 2.453 0.492
O -2.958 -1.292 -1.632
H -3.652 -1.363 -2.288
H -2.253 -0.823 -2.078
O 3.059 0.810 0.323
H 2.739 -0.086 0.213
H 3.988 0.761 0.100
O -2.558 -3.281 0.195
H -1.627 -3.491 0.270
H -2.587 -2.524 -0.389
O 2.813 1.205 3.044
H 2.031 1.714 3.260
H 2.694 0.961 2.126
O 2.316 -2.000 0.168
H 2.616 -2.305 -0.688
H 2.999 -2.283 0.776
O -4.072 1.033 -0.214
H -3.744 0.229 -0.616
H -3.805 0.970 0.703
O 0.158 -3.390 1.012
H 0.899 -2.846 0.743
H -0.010 -3.135 1.919
```


Entry from the OMol25 dataset: the ion C5H7BrIN2 with charge +1 (ωB97M-V with the def2-TZVPD basis set).

Summary:
frontier orbital gap: 0.312 Eh
spin multiplicity: 1
net charge: +1
E: -3175.6256 a.u.
energy above the lowest of the compared OMol25 structures with the same formula, charge and spin: 2.064 eV
SMILES string: [NH3+][C@@H]1N=CC(Br)=C[C@H]1I
LUMO: -4.7 eV

```
16
C5H7BrIN2, DFT ωB97M-V with the def2-TZVPD basis set
N -1.764 1.143 0.070
C -0.664 0.263 0.564
N 0.412 1.183 0.746
C 1.592 0.809 0.544
C 1.946 -0.477 0.034
Br 3.848 -0.868 0.026
C 1.034 -1.258 -0.553
C -0.389 -0.829 -0.559
I -1.616 -2.682 -0.032
H -2.547 1.609 0.618
H -2.268 0.402 -0.523
H -1.407 1.815 -0.539
H -0.925 -0.177 1.460
H 2.290 1.643 0.714
H 1.231 -2.241 -1.032
H -0.773 -0.336 -1.536
```